Molecular formula: C19H43InN2O2P3
Method: DFT, the ωB97M-V functional and the def2-TZVPD basis

Last column: Löwdin charge in e.
Element x y z (Å)
In (0.9009, -0.6383, 1.8713)  1.11
P (-2.4182, 0.2600, -1.2238)  0.97
P (0.2346, -2.1073, -1.5168)  0.82
P (-0.5114, 2.2169, 1.3404)  0.85
H (5.0812, -1.9772, 1.8715)  0.10
C (4.9382, -1.0321, 1.3438)  -0.05
C (3.5064, -0.5920, 1.3226)  -0.34
H (3.0127, -1.4588, 0.8513)  0.07
C (-2.1596, 1.4291, -2.6332)  -0.22
C (-3.3735, -1.0262, -2.1364)  -0.25
C (-3.8731, 1.0773, -0.4449)  -0.23
C (1.7841, -3.0799, -1.7369)  -0.26
C (-0.9328, -3.5199, -1.7413)  -0.26
C (0.1888, -1.4518, -3.2377)  -0.27
C (0.5427, 3.1400, 2.5357)  -0.25
C (-2.1514, 2.6632, 2.0539)  -0.23
C (-0.4666, 3.4418, -0.0374)  -0.23
H (5.5932, -0.2968, 1.8129)  0.11
H (3.2503, -0.4299, 2.3851)  0.07
H (-3.0796, 1.5052, -3.2284)  0.09
H (-1.3419, 1.0571, -3.2625)  0.04
H (-1.8799, 2.4176, -2.2507)  0.03
H (-4.2658, -0.5637, -2.5764)  0.08
H (-3.6884, -1.7911, -1.4156)  0.05
H (-2.7797, -1.4978, -2.9262)  0.04
H (-3.8375, 2.1652, -0.5795)  0.06
H (-3.8676, 0.8475, 0.6279)  0.03
H (-4.8024, 0.6896, -0.8810)  0.07
H (1.6791, -3.7436, -2.6093)  0.08
H (1.9672, -3.6835, -0.8374)  0.05
H (2.6293, -2.3936, -1.8873)  0.05
H (-0.7539, -3.9957, -2.7152)  0.07
H (-1.9706, -3.1697, -1.6971)  0.01
H (-0.7826, -4.2541, -0.9406)  0.04
H (0.4028, -2.2619, -3.9485)  0.08
H (0.9699, -0.6840, -3.3188)  0.05
H (-0.7770, -0.9962, -3.4839)  0.01
H (-0.0210, 4.0016, 2.9205)  0.07
H (1.4646, 3.4842, 2.0495)  0.04
H (0.8037, 2.4675, 3.3632)  0.05
H (-2.0365, 3.4807, 2.7776)  0.07
H (-2.5466, 1.7794, 2.5702)  0.05
H (-2.8627, 2.9687, 1.2758)  0.04
H (-0.2259, 4.4398, 0.3549)  0.08
H (-1.4302, 3.4876, -0.5612)  0.03
H (0.3145, 3.1445, -0.7488)  0.04
C (3.8404, 0.6830, -0.9797)  -0.35
C (3.4760, 1.8262, -1.7514)  0.00
C (3.2748, 3.0086, -1.0904)  -0.04
C (3.6069, 3.0970, 0.2984)  -0.07
C (3.8387, 1.9632, 1.0393)  -0.02
C (3.3260, 0.6950, 0.4742)  -0.30
O (4.5415, -0.1709, -1.5432)  0.11
H (3.6929, 1.6175, -2.7986)  0.14
H (5.2670, -1.1640, 0.3087)  0.09
H (2.9424, 3.8928, -1.6403)  0.13
H (3.6829, 4.0851, 0.7564)  0.13
H (4.1893, 1.9913, 2.0814)  0.14
H (2.2330, 0.9001, 0.3284)  0.07
C (-4.0443, -1.9144, 2.8738)  -0.03
N (-2.9840, -2.7708, 2.3757)  0.04
C (-1.7215, -2.3614, 2.1214)  -0.58
N (-0.8798, -3.3523, 1.6949)  0.17
O (-1.3898, -1.1483, 2.2767)  -0.19
H (-4.2935, -1.1197, 2.1566)  0.08
H (-3.7872, -1.4654, 3.8436)  0.11
H (-4.9265, -2.5497, 3.0057)  0.11
H (-3.1454, -3.7683, 2.3228)  0.16
H (0.1008, -3.2055, 1.5010)  0.06
H (-1.2682, -4.2883, 1.5933)  0.14

## Properties
Lowest unoccupied orbital energy (spin up / spin down) (eV): -12.8388 / -12.7192
Gap between HOMO and LUMO (spin up / spin down) (eV): 3.65 / 3.78
Total charge: +3


Molecular formula: C19H43IrN2OP3S
Method: DFT, the ωB97M-V functional and the def2-TZVPD basis

Last column: Löwdin charge in e.
Element x y z (Å)
Ir (0.0629, -0.1311, -0.0547)  0.72
P (-0.9754, -1.9404, 1.2112)  0.68
P (2.1442, -0.1686, 0.9965)  0.68
P (0.7543, -1.1282, -1.8991)  0.57
H (-5.3721, 5.9419, -5.5787)  0.07
C (-5.4727, 4.9772, -6.0860)  -0.06
C (-6.4837, 4.1396, -5.7998)  -0.04
H (-7.2361, 4.3916, -5.0454)  0.07
C (-2.0495, -1.2790, 2.5383)  -0.22
C (0.1669, -3.0598, 2.0876)  -0.23
C (-2.1182, -2.9566, 0.2209)  -0.24
C (3.1434, 1.2560, 0.4416)  -0.22
C (2.0679, 0.1284, 2.7962)  -0.22
C (3.1926, -1.6519, 0.8197)  -0.22
C (-0.3928, -1.2122, -3.3150)  -0.24
C (1.2713, -2.8757, -1.7729)  -0.21
C (2.1891, -0.2667, -2.6547)  -0.23
H (-4.7447, 4.7480, -6.8701)  0.06
H (-6.6211, 3.2002, -6.3447)  0.07
H (-2.6024, -0.4025, 2.1813)  0.05
H (-1.4441, -0.9881, 3.4054)  0.05
H (-2.7755, -2.0396, 2.8544)  0.08
H (0.8340, -2.4883, 2.7445)  0.04
H (0.7629, -3.6301, 1.3662)  0.05
H (-0.4040, -3.7683, 2.7040)  0.08
H (-2.9907, -2.3537, -0.0615)  0.04
H (-2.4516, -3.8217, 0.8113)  0.08
H (-1.6173, -3.3115, -0.6864)  0.03
H (4.1250, 1.2392, 0.9330)  0.08
H (2.6214, 2.1798, 0.7211)  0.06
H (3.2780, 1.2349, -0.6444)  0.03
H (3.0489, -0.0634, 3.2505)  0.08
H (1.3244, -0.5201, 3.2735)  0.03
H (1.7981, 1.1758, 2.9839)  0.05
H (4.0819, -1.5525, 1.4572)  0.08
H (3.5247, -1.7703, -0.2177)  0.05
H (2.6488, -2.5474, 1.1397)  0.03
H (0.0965, -1.7325, -4.1497)  0.08
H (-0.6747, -0.2072, -3.6453)  0.04
H (-1.3012, -1.7565, -3.0370)  0.05
H (1.8658, -3.1406, -2.6591)  0.08
H (0.3918, -3.5286, -1.7459)  0.05
H (1.8810, -3.0547, -0.8833)  0.02
H (2.3348, -0.6079, -3.6891)  0.08
H (3.1040, -0.4592, -2.0844)  0.04
H (1.9990, 0.8138, -2.6831)  0.04
C (-2.2990, 1.6043, -2.1914)  -0.62
C (-1.2027, 2.3006, -2.7510)  -0.10
C (-1.4212, 3.4233, -3.5514)  0.01
C (-2.7259, 3.8275, -3.8537)  0.01
C (-3.8170, 3.0885, -3.3837)  0.02
C (-3.6118, 1.9745, -2.5838)  0.00
S (-2.1733, 0.3061, -1.0640)  0.80
H (0.6484, 1.0745, -0.9796)  -0.05
H (-0.1881, 1.9498, -2.5543)  0.07
H (-0.5626, 3.9752, -3.9441)  0.14
H (-2.8973, 4.7098, -4.4718)  0.13
H (-4.8361, 3.3744, -3.6467)  0.11
H (-4.4413, 1.3678, -2.2281)  0.13
C (-0.9319, 2.0005, 4.1912)  -0.03
N (-1.1393, 2.7517, 2.9669)  0.06
C (-0.9093, 2.2935, 1.7223)  -0.52
N (-1.1168, 3.1592, 0.7110)  0.22
O (-0.5034, 1.0898, 1.5734)  -0.28
H (-0.5005, 1.0112, 3.9915)  0.06
H (-1.8972, 1.8680, 4.7053)  0.11
H (-0.2457, 2.5653, 4.8438)  0.11
H (-1.4795, 3.6974, 3.0571)  0.16
H (-1.0582, 2.8723, -0.2507)  0.06
H (-1.4600, 4.0813, 0.9481)  0.14

## Properties
2S+1: 5
Lowest unoccupied orbital energy (spin up / spin down) (eV): -9.4182 / -12.6034
Gap between HOMO and LUMO (spin up / spin down) (eV): 3.34 / 3.43
Total charge: +3
<S²>: 6.03


Molecular formula: C19H43KO6Si
Method: DFT, the ωB97M-V functional and the def2-TZVPD basis

Last column: Löwdin charge in e.
Element x y z (Å)
K (-1.8360, -1.6516, 1.0452)  0.81
C (-2.5772, -4.2910, 2.8515)  -0.10
C (-2.9627, -4.4585, 1.3608)  -0.72
C (-1.6939, -4.8920, 0.5816)  -0.10
O (-3.5307, -3.3401, 0.8392)  -0.44
H (-2.1932, -5.2330, 3.2690)  0.05
H (-3.4654, -3.9917, 3.4150)  0.06
H (-1.8056, -3.5214, 2.9867)  0.03
H (-3.6379, -5.3556, 1.3272)  0.09
H (-0.9220, -4.1138, 0.6210)  0.04
H (-1.9529, -5.0614, -0.4666)  0.06
H (-1.2570, -5.8090, 0.9988)  0.05
C (1.5196, -1.2788, 0.1233)  -0.04
C (2.3744, -0.1356, -0.4162)  -0.65
C (3.0952, -0.5492, -1.6970)  -0.04
C (3.3845, 0.2981, 0.6387)  -0.04
O (1.5820, 1.0145, -0.6886)  -0.12
Si (0.0315, 1.0963, -1.3075)  0.00
O (-1.1064, 0.5399, -0.4069)  -0.34
O (0.1945, 0.3740, -2.8187)  -0.12
C (-0.7343, 0.3783, -3.8882)  -0.67
C (-0.4033, 1.5519, -4.8083)  -0.04
C (-2.1743, 0.4853, -3.3897)  -0.04
C (-0.5402, -0.9401, -4.6294)  -0.04
O (-0.0844, 2.7201, -1.7427)  -0.12
C (0.0428, 3.8594, -0.9106)  -0.67
C (1.5099, 4.2834, -0.8809)  -0.04
C (-0.4542, 3.5757, 0.5044)  -0.04
C (-0.8050, 4.9504, -1.5572)  -0.05
H (2.1535, -2.1456, 0.3401)  0.09
H (0.7743, -1.5878, -0.6133)  0.08
H (1.0023, -0.9904, 1.0432)  0.05
H (3.7381, -1.4148, -1.5060)  0.08
H (3.7131, 0.2779, -2.0573)  0.08
H (2.3755, -0.8023, -2.4739)  0.07
H (4.0753, -0.5142, 0.8821)  0.08
H (2.8696, 0.5977, 1.5523)  0.07
H (3.9594, 1.1492, 0.2639)  0.08
H (-0.4597, 2.4885, -4.2544)  0.07
H (-1.0992, 1.5904, -5.6536)  0.07
H (0.6128, 1.4423, -5.1957)  0.08
H (-2.3516, 1.4426, -2.8979)  0.08
H (-2.3861, -0.2939, -2.6587)  0.09
H (-2.8643, 0.3933, -4.2362)  0.08
H (0.5017, -1.0343, -4.9442)  0.08
H (-1.1825, -0.9931, -5.5136)  0.07
H (-0.7771, -1.7782, -3.9727)  0.09
H (2.1246, 3.4698, -0.4977)  0.07
H (1.6456, 5.1654, -0.2459)  0.08
H (1.8472, 4.5240, -1.8928)  0.08
H (0.1802, 2.8491, 1.0113)  0.07
H (-1.4591, 3.1545, 0.4765)  0.09
H (-0.4572, 4.4995, 1.0937)  0.08
H (-0.4870, 5.0925, -2.5926)  0.08
H (-0.7076, 5.9012, -1.0248)  0.07
H (-1.8553, 4.6536, -1.5563)  0.08
C (0.3389, 0.6383, 3.1789)  -0.06
C (0.2054, -0.8109, 3.6863)  -0.81
C (-0.7680, -0.8246, 4.8842)  -0.07
C (1.5877, -1.2742, 4.1985)  -0.07
O (-0.2534, -1.6228, 2.6928)  -0.43
H (0.8130, 1.3123, 3.9067)  0.07
H (-0.6462, 1.0400, 2.9256)  0.08
H (0.9195, 0.6430, 2.2532)  0.04
H (-0.4406, -0.1855, 5.7166)  0.06
H (-0.8755, -1.8510, 5.2451)  0.07
H (-1.7534, -0.4847, 4.5542)  0.07
H (1.9931, -0.6382, 4.9969)  0.06
H (2.2951, -1.2826, 3.3641)  0.06
H (1.5003, -2.3002, 4.5673)  0.07

## Properties
Lowest unoccupied orbital energy (eV): 4.5636
Gap between HOMO and LUMO (eV): 5.73
Total charge: -2


The calculation returns the following maximum force values, one per record and in order: 3.423 3.391 1.466 eV/Å.
The calculation returns the following ΔE to the lowest compared entry with this formula, charge and spin values, one per record and in order: 99.8 0.0 0.0 kcal per mole.